Record 1
DFT (ωB97M-V/def2-TZVPD) results for 8 unconnected molecules or ions with the total composition C7H29O8 at a distorted geometry.

Geometry as XYZ:
```
44
Properties=species:S:1:pos:R:3:forces:R:3:mulliken_charge:R:1
O -0.102964 -0.289447 -0.234304 -3.5 -1.5 -3.3 -0.001
H 0.449248 -0.016288 0.397212 3.6 2.2 3.7 0.168
C -1.790550 -2.173429 2.040673 0.9 -1.4 -1.6 -0.608
O -1.884440 -2.134299 0.611703 1.1 1.2 -0.9 -0.520
H -2.826207 -2.206377 2.271963 -0.8 0.1 1.2 0.254
H -1.253360 -1.309480 2.511166 -0.4 -1.0 -0.3 0.202
H -1.346111 -3.212398 2.216300 -0.2 1.6 0.8 0.243
H -1.158949 -1.561798 0.188125 -0.9 -0.9 0.9 0.228
C -1.144879 1.647279 2.508994 1.7 -6.8 -0.1 -0.472
O -1.811742 1.101569 1.457486 -0.9 -2.0 -4.2 -0.572
H -1.698356 2.286993 3.001004 -2.6 3.8 2.1 0.403
H -0.176174 1.903220 2.236221 1.9 1.2 -0.1 0.007
H -1.130418 0.703510 3.149757 1.0 1.4 0.8 0.222
H -1.278778 0.311325 0.965012 -1.3 2.7 1.2 0.201
C 2.088830 -0.452422 -2.791767 1.1 -0.4 1.5 -0.463
O 1.569066 -1.379185 -1.911247 -3.0 0.5 1.2 -0.575
H 1.707150 0.435343 -2.366554 0.5 2.1 -0.6 0.068
H 1.901357 -0.580176 -3.797677 -1.7 -0.3 -2.5 0.227
H 3.151811 -0.562093 -2.838152 1.2 0.6 0.7 0.246
H 0.743947 -0.787893 -1.502133 2.3 -2.9 -0.2 0.206
C -0.868161 2.862822 -1.435222 -1.2 -7.0 3.6 -1.013
O 0.276812 2.341736 -0.784981 2.2 11.0 0.7 -0.514
H -1.744418 2.564622 -0.782033 0.5 1.3 -0.7 0.217
H -0.848794 2.133281 -2.163171 -1.5 -1.3 -2.7 0.317
H -0.868172 3.708904 -1.933345 0.7 4.8 -1.3 0.492
H 0.334475 1.495942 -0.699937 -0.7 -8.5 0.3 0.358
C 3.108327 2.061419 1.309537 -1.4 1.6 3.2 -0.342
O 3.088310 2.882924 0.182895 -1.9 -0.5 -1.5 -0.575
H 2.186452 2.334899 2.012977 1.6 -0.4 -1.1 0.048
H 4.005785 2.325577 1.980511 -1.1 -0.7 -1.3 0.268
H 2.968251 1.002036 1.148736 0.6 -0.4 -0.4 0.188
H 2.181993 2.723690 -0.286758 2.0 0.5 1.1 0.398
C -3.029850 -0.327069 -2.291087 4.0 2.1 2.2 -0.510
O -1.577625 -0.537248 -2.440054 -3.4 -2.5 -7.7 -0.573
H -2.819840 -0.086333 -1.197810 -2.9 -0.3 -0.8 0.166
H -3.629148 -1.147380 -2.603589 -0.3 -0.8 0.2 0.241
H -3.222942 0.584055 -2.861745 -0.6 -0.1 0.1 0.229
H -1.199756 -0.308471 -1.693869 2.9 1.6 5.8 0.249
C 1.336045 -3.437939 1.084176 1.1 0.4 2.2 -0.601
O 1.327632 -2.061499 1.511638 -0.5 0.7 -0.1 -0.580
H 2.052306 -4.123233 1.766479 -1.9 1.8 -1.0 0.172
H 1.776511 -3.495829 0.151182 0.9 -0.1 -2.2 0.270
H 0.339708 -3.823700 1.005196 -0.6 -0.5 0.3 0.215
H 0.817618 -1.397163 0.906491 1.1 -2.8 0.7 0.417
```
Forces are in eV/Å.

- Energy above the lowest of the compared OMol25 structures with the same formula, charge and spin: 4.980 eV
- LUMO: 3.37 eV
- Total energy: -24103.17201 eV
- Net charge: -1


Record 2
DFT (ωB97M-V/def2-TZVPD) results for 2 unconnected molecules or ions with the total composition C7H2F3N2O2S at a distorted geometry.

Geometry as XYZ:
```
17
Properties=species:S:1:pos:R:3:forces:R:3:mulliken_charge:R:1
C -1.895388 -2.320601 0.798772 0.3 0.2 0.2 0.373
C 1.927581 -0.001291 -1.376207 -4.3 -0.8 1.3 -0.339
C 1.127418 1.089228 -1.405461 0.3 0.7 -1.1 0.061
C -0.337669 -0.329553 -0.828650 -1.3 -1.3 2.9 0.351
C 1.612918 2.492108 -1.887257 1.2 -1.8 2.5 0.443
C -1.751395 -0.923758 0.882228 0.3 3.3 -2.9 -0.629
C -1.038924 -0.442912 2.128926 0.0 -1.9 1.8 0.881
N -1.857701 -3.465084 0.782055 -0.2 -0.9 -0.2 -0.499
N -0.192815 0.901013 -1.037204 -0.4 -0.9 0.4 -0.375
O 0.805031 3.157673 -2.477004 -1.1 1.4 -1.4 -0.657
O 2.760558 2.665951 -1.419610 0.3 0.6 -0.7 -0.710
F -1.781903 -0.764313 3.291976 0.1 0.6 -1.3 -0.297
F -0.750476 0.840490 2.233552 -0.1 -0.2 -0.6 -0.226
F 0.090908 -1.190426 2.346122 -0.4 0.9 -0.6 -0.245
S 1.020502 -1.434760 -0.871574 -0.1 1.5 -0.3 -0.114
H 2.875809 -0.014796 -1.658217 4.0 -0.2 -1.1 0.612
H -2.614454 -0.258969 0.497553 1.5 -1.3 1.0 0.369
```
Forces are in eV/Å.

- LUMO (spin up / spin down): 1.56 / 1.56 eV
- Total energy: -33352.90689 eV
- Net charge: -1


Record 3
DFT (ωB97M-V/def2-TZVPD) results for a single C7H2N6 molecule at a distorted geometry.

Geometry as XYZ:
```
15
Properties=species:S:1:pos:R:3:forces:R:3:mulliken_charge:R:1
C -2.277287 0.242405 -0.868915 -0.9 0.5 0.2 0.180
C -0.628507 -1.383954 -1.784819 0.3 -0.1 -0.2 0.113
C -0.150074 0.972443 -1.349325 0.2 0.1 -0.4 0.476
C 1.343140 1.346713 0.664827 -0.9 -4.6 3.9 0.207
C 2.024314 -0.866973 1.070422 -1.4 1.4 0.1 0.115
C -0.986960 -0.083850 -1.389949 0.3 1.8 0.4 0.126
C 0.996810 0.150940 1.174756 2.0 -0.2 -0.7 0.438
N -3.243856 0.703380 -0.433000 0.6 -0.6 -0.2 -0.394
N -0.312269 -2.441314 -2.086437 0.1 -0.5 -0.1 -0.364
N 0.533135 1.980024 -1.283394 -1.0 -1.3 -1.2 -0.199
N 1.276121 2.260166 -0.076490 0.3 4.4 -2.4 -0.412
N 2.754085 -1.732563 0.988225 1.2 -1.3 -0.1 -0.362
N -0.132657 -0.228026 1.842183 -1.6 2.3 -0.4 -0.465
H -0.995677 0.282753 1.524724 1.1 -1.1 0.8 0.274
H -0.200318 -1.202142 2.007193 -0.3 -0.7 0.2 0.267
```
Forces are in eV/Å.

- Energy above the lowest of the compared OMol25 structures with the same formula, charge and spin: 0.000 eV
- LUMO: -1.58 eV
- Total energy: -16225.44724 eV


Record 4
DFT (ωB97M-V/def2-TZVPD) results for 14 unconnected molecules or ions with the total composition C7H38O14 at a distorted geometry.

Geometry as XYZ:
```
59
Properties=species:S:1:pos:R:3:forces:R:3:mulliken_charge:R:1
O -2.952041 0.439165 -1.240331 -0.5 -2.2 1.2 -0.640
C -2.464591 1.366380 -1.799279 1.3 2.5 -0.2 -0.301
C -1.209449 2.090475 -1.417957 -1.0 1.9 0.1 0.700
C 0.033601 1.928467 -2.215951 0.4 0.2 -2.4 -0.237
C 0.291741 0.522992 -2.751989 0.7 -0.3 -2.2 -0.977
C 1.039061 -0.367959 -1.752215 -1.5 -0.1 -0.5 1.499
C 2.375568 -0.025555 -1.269862 3.3 1.4 0.6 -0.368
C 3.453885 0.458249 -1.927233 -2.1 -1.1 0.3 -1.231
H -3.078161 1.835324 -2.500712 -1.1 1.0 -2.0 0.424
H -1.079860 1.823220 -0.397276 0.6 -0.9 0.0 -0.483
H -1.356227 3.286083 -1.297325 -0.4 -2.9 -0.8 0.222
H 0.074834 2.666924 -3.069685 -0.5 -1.1 1.0 0.286
H 0.870869 2.255288 -1.610997 0.2 -0.1 0.1 -0.093
H 0.896655 0.543908 -3.753290 -0.8 0.2 1.7 0.350
H -0.662263 -0.007336 -3.102922 1.1 0.7 0.8 0.332
H 1.047510 -1.347041 -2.278345 -0.2 0.2 1.2 0.408
H 0.461747 -0.253005 -0.806779 -0.3 -1.1 -0.6 -0.898
H 2.555699 -0.129612 -0.178189 -0.3 -0.2 -0.6 0.211
H 4.399854 0.669427 -1.526655 0.9 0.1 1.1 0.354
H 3.446556 0.587941 -2.968296 -0.3 0.3 -1.5 0.263
H -1.005862 -3.234745 -0.868965 -6.6 -2.9 2.5 0.252
H -0.180963 -2.032645 -0.669149 -0.3 -1.8 -0.9 0.328
O -0.256521 -2.915162 -1.147198 6.8 4.0 -1.6 -0.479
H 1.835196 3.998343 -3.987117 -0.8 0.2 2.2 0.268
H 2.253392 4.543305 -2.511214 -1.4 -1.3 -1.1 0.410
O 1.504747 4.073980 -3.027116 2.3 1.1 -2.7 -0.663
H 2.219292 4.054097 -0.488433 -0.2 -0.5 0.3 0.300
H 1.714171 5.403518 -1.017143 -0.4 0.1 0.3 0.360
O 2.476943 4.827934 -0.979675 1.1 1.0 0.8 -0.724
H -2.236670 -0.683355 -0.218591 0.2 1.0 -0.8 0.483
H -2.744200 -1.710365 0.702159 2.1 0.2 -0.1 0.276
O -1.864741 -1.267933 0.447604 -2.2 -1.1 1.5 -0.527
H 2.775517 0.748530 3.251026 -1.7 -2.2 1.1 0.358
H 1.472155 -0.269857 3.712663 3.1 0.9 -0.5 0.294
O 2.499385 -0.157789 3.649368 -1.2 0.6 -0.1 -0.633
H 0.670993 1.390720 2.611795 0.4 0.6 -0.3 0.332
H 1.630794 1.100601 1.580069 0.7 -1.5 -1.9 0.387
O 1.489839 1.756066 2.214807 -0.8 1.9 1.3 -0.702
H -1.376914 0.636484 3.322063 0.8 -0.1 -1.5 0.281
H -1.329257 -0.013792 1.881595 0.0 -0.5 -0.3 0.235
O -0.863365 0.609046 2.462190 -1.4 0.2 1.9 -0.548
H -0.748968 3.666716 1.402128 -0.5 -0.5 -0.5 0.269
H -1.638410 2.411072 1.341611 0.6 0.8 -0.5 0.259
O -1.251605 3.115003 0.760208 -0.1 1.1 3.4 -0.622
H -4.990242 0.862255 2.533059 0.2 -0.3 -0.3 0.326
H -4.125343 -0.216542 3.334994 -0.8 0.9 -0.4 0.295
O -4.729542 0.555200 3.402782 0.7 -0.6 0.6 -0.619
H 0.551699 -4.950468 0.176344 -1.4 -1.2 2.7 0.272
H 0.159444 -4.724385 1.718985 0.3 -0.1 -0.4 0.409
O 0.114966 -5.394903 1.015324 1.0 1.1 -2.4 -0.674
H 1.694399 -3.926919 -1.947967 2.4 0.2 0.1 0.339
H 2.922720 -2.986712 -2.035876 0.2 0.8 -0.1 0.324
O 2.716674 -3.901802 -1.895127 -2.7 -0.9 0.1 -0.658
H -3.426905 -2.815269 2.833424 0.0 1.5 3.3 0.267
H -3.096237 -4.266704 2.326485 0.5 -1.1 0.9 0.300
O -3.369024 -3.393054 2.143887 -0.5 -0.3 -4.2 -0.571
H 2.165539 -3.166487 2.527375 1.2 0.1 1.0 0.278
H 1.530865 -3.229537 1.207248 -0.2 0.1 -0.2 0.296
O 1.310246 -3.140410 2.140631 -0.9 0.2 -0.7 -0.598
```
Forces are in eV/Å.

- Energy above the lowest of the compared OMol25 structures with the same formula, charge and spin: 6.220 eV
- LUMO: -0.36 eV
- Total energy: -36536.31846 eV


Record 5
DFT (ωB97M-V/def2-TZVPD) results for a molecular structure, C7H3BF4MgNO5 at a distorted geometry.

Geometry as XYZ:
```
22
Properties=species:S:1:pos:R:3:forces:R:3:mulliken_charge:R:1
Mg -0.395469 -0.244184 -1.853776 0.3 -0.2 -0.3 1.179
O 0.411182 0.031913 4.157586 -1.0 -0.1 0.1 -0.516
C 0.233212 -0.210008 2.838458 0.2 -0.4 -0.2 1.104
C 1.311733 -0.497337 1.991628 0.0 0.2 0.4 -0.469
C 1.033091 -0.598567 0.645663 0.0 0.0 0.5 -0.213
N -0.196175 -0.460651 0.183450 0.6 0.3 0.8 -0.144
C -1.234520 -0.350534 0.993082 -0.3 -0.4 0.3 0.153
C -1.074420 -0.243081 2.369411 -0.4 0.0 -0.3 -0.657
C -2.513919 -0.516026 0.150102 1.3 0.8 -1.0 0.529
O -3.585344 -0.713259 0.655996 -1.0 -0.2 0.7 -0.675
O -2.215725 -0.407450 -1.102428 -1.1 -0.2 -0.2 -0.528
C 2.029543 -0.946707 -0.444265 -1.8 -0.1 -0.4 0.645
O 3.197166 -0.894393 -0.171771 1.8 -0.2 0.1 -0.662
O 1.417977 -1.269261 -1.526790 0.4 0.5 -0.5 -0.745
H 1.333530 0.129947 4.324212 1.1 0.1 0.3 0.293
H 2.322952 -0.658676 2.377745 -0.3 0.2 -0.2 0.410
H -1.915017 -0.211339 3.067325 0.3 0.1 -0.4 0.477
F -0.894149 2.274309 -4.600473 -0.5 0.3 -0.8 -0.309
B -0.012329 1.716452 -3.766435 0.7 -1.4 -0.1 0.516
F -0.465127 1.881772 -2.428176 0.6 -0.2 0.6 -0.450
F 1.308852 2.030864 -4.022455 -0.8 0.0 0.5 -0.344
F -0.097034 0.156210 -3.838100 -0.2 0.8 0.4 -0.594
```
Forces are in eV/Å.

- Energy above the lowest of the compared OMol25 structures with the same formula, charge and spin: 0.041 eV
- LUMO: 2.52 eV
- Total energy: -36040.27888 eV
- Net charge: -1


Record 6
DFT (ωB97M-V/def2-TZVPD) results for a single C7H3Cl2NOS molecule at a distorted geometry.

Geometry as XYZ:
```
15
Properties=species:S:1:pos:R:3:forces:R:3:mulliken_charge:R:1
O -1.537876 3.491782 0.609470 0.7 -1.4 0.1 -0.452
C -0.606949 2.754546 0.763156 0.4 1.6 -0.2 0.807
Cl 0.920769 3.512345 1.380855 0.0 -0.1 0.2 -0.247
C -0.375332 1.359603 0.400612 -0.4 -1.6 -0.7 -0.001
C 0.784359 0.582203 0.442781 -0.7 2.4 0.3 -0.582
C 0.595541 -0.711534 -0.135340 -1.6 0.4 1.3 0.587
C 1.319736 -1.906174 -0.421514 -2.4 1.9 -0.1 -1.076
C 0.494333 -2.798073 -0.964022 -0.2 -2.3 -0.9 -0.189
S -1.201611 -2.301725 -1.054562 0.3 -2.4 -1.1 -0.194
C -0.769173 -0.914500 -0.342091 -0.2 6.6 0.6 0.309
N -1.451636 0.722885 -0.304147 2.7 -4.1 0.2 -0.186
Cl -3.032130 0.955689 0.273927 -0.1 -0.4 0.1 -0.027
H 1.670020 1.074456 0.867370 -0.2 -0.7 -0.5 0.375
H 2.312269 -2.030630 -0.246247 2.7 -0.5 0.3 0.481
H 0.877679 -3.790872 -1.270249 -1.0 0.6 0.2 0.395
```
Forces are in eV/Å.

- LUMO: -0.68 eV
- Total energy: -46721.81207 eV


Record 7
DFT (ωB97M-V/def2-TZVPD) results for a gas-phase ion, C7H3N6O2 (charge -1) at a distorted geometry.

Geometry as XYZ:
```
18
Properties=species:S:1:pos:R:3:forces:R:3:mulliken_spin:R:1
C -0.532493 -1.521478 -1.207512 0.3 -1.4 -0.5 -0.005
C -0.597826 -1.061808 1.065260 -0.2 -1.5 4.0 0.001
C -2.680615 -0.307678 -0.111768 0.8 -1.7 -0.1 0.000
C 1.130507 0.923198 0.187460 0.0 -2.4 -1.1 0.372
C -0.225440 0.724686 -0.438282 1.2 0.2 1.9 0.023
C 2.141579 -0.223306 0.248075 0.3 -0.1 -0.5 0.007
C -0.909960 -0.603191 -0.207614 -0.3 2.3 -1.7 0.001
N -0.110484 -2.359095 -1.870500 0.0 0.0 -0.6 0.002
N -0.483355 -1.420547 2.166842 0.1 0.5 -1.5 -0.003
N 1.292430 1.910252 1.271763 -0.5 0.3 2.7 0.719
N 1.598607 2.311620 0.138577 1.1 1.4 -1.9 0.695
N -0.627460 1.692764 -1.427998 -0.9 0.6 0.2 0.070
N -1.035399 1.953566 -0.302537 0.9 0.3 -1.4 0.069
O -2.892329 0.832483 0.089333 -1.0 2.8 0.6 0.001
O -3.258034 -1.340624 -0.209075 -0.9 -1.9 -0.4 0.004
H 2.837651 -0.045780 1.156849 -1.2 -0.6 -1.7 0.004
H 2.718193 -0.237312 -0.733138 -0.4 0.4 1.2 0.038
H 1.634425 -1.227758 0.184271 0.6 1.0 0.7 0.002
```
Forces are in eV/Å.

- Spin multiplicity: 3
- LUMO (spin up / spin down): 3.68 / 0.46 eV
- Total energy: -20337.14147 eV
- Net charge: -1


Record 8
DFT (ωB97M-V/def2-TZVPD) results for a single C7H3NO3 molecule.

Geometry as XYZ:
```
14
Properties=species:S:1:pos:R:3:forces:R:3:mulliken_charge:R:1
N -0.907045 3.684525 -0.651414 0.0 0.0 0.0 -0.397
C -0.723619 2.646400 -1.111257 -0.1 0.0 0.0 0.489
O -0.530154 1.482703 -1.653477 0.1 0.0 0.1 -0.396
C -0.131807 0.491230 -0.745005 0.0 -0.1 -0.1 0.408
C 1.143950 0.296782 -0.453030 0.0 0.0 -0.1 -0.327
C 1.521683 -0.834162 0.440401 -0.1 0.1 0.1 0.210
O 2.668492 -1.196465 0.538198 0.1 0.0 0.1 -0.503
C 0.421409 -1.502038 1.191828 0.0 0.0 0.0 -0.385
C -0.853996 -1.296646 0.875265 0.0 -0.1 0.0 -0.423
C -1.236934 -0.376711 -0.227783 0.1 0.0 0.2 0.524
O -2.350576 -0.319635 -0.680292 -0.1 0.1 0.0 -0.491
H 1.924136 0.920905 -0.874972 0.0 -0.1 0.1 0.451
H 0.722733 -2.191687 1.972753 0.0 0.0 -0.1 0.412
H -1.668272 -1.805200 1.378786 0.0 0.0 -0.1 0.427
```
Forces are in eV/Å.

- Energy above the lowest of the compared OMol25 structures with the same formula, charge and spin: 0.000 eV
- LUMO: -2.07 eV
- Total energy: -14937.43190 eV